# 1
84
Properties=species:S:1:pos:R:3 method="wB97M-V/def2-TZVPD" charge=+1 total_energy_ha=-7128.567010 relative_energy_kcal_mol=6.9 orbital_gap_ev="7.85 / 5.72" homo_ha="-0.3989 / -0.4134" multiplicity=2
H -1.609 -5.525 1.965
H -2.414 0.515 -1.645
C -1.945 -3.652 4.581
H -2.004 -1.294 -3.977
C -0.221 3.627 -1.589
C 0.528 5.207 -3.751
C -4.735 2.012 1.039
O 1.835 -5.279 -4.153
C 1.099 -0.281 3.840
S 0.902 0.582 -2.961
H 0.751 4.933 4.989
H -3.320 -2.472 0.991
O 7.259 -4.326 -1.358
H -5.386 2.425 1.797
C -0.659 0.195 -3.590
O 0.707 -3.571 -3.516
C -4.386 0.545 -0.831
O 6.428 -5.733 -2.753
C 2.871 -3.774 -2.766
H -1.571 5.411 -4.137
H 1.604 0.047 4.735
O 4.711 -0.402 0.027
H -3.698 -1.686 2.525
H -0.979 -4.416 0.750
C 1.500 4.666 -2.920
H 5.871 -2.455 -0.782
C 5.100 -3.997 -2.058
C 4.043 -4.506 -2.789
C -0.816 4.971 -3.500
H -1.005 -3.980 5.025
C 0.149 -1.299 3.871
H -0.581 2.854 4.959
N 6.372 -4.749 -2.056
H 0.819 5.820 -4.593
N 1.719 -4.253 -3.538
C -0.596 2.719 2.822
H 0.002 -4.839 2.155
N 0.759 -0.090 1.523
C 0.554 4.481 1.645
H -4.146 -3.371 2.263
C 1.127 3.874 -1.847
C -1.012 -4.625 1.818
H -0.092 -1.754 4.822
H 4.139 -5.423 -3.351
H 1.799 -2.072 -2.066
H 0.866 4.950 0.721
H -0.510 -1.796 -3.261
C 0.485 4.477 4.046
C -0.494 -1.752 2.723
H -2.650 -4.477 4.673
C -0.120 -1.107 1.540
H -6.252 0.755 0.202
C -3.411 2.418 0.971
C -2.564 1.896 -0.008
H 2.096 1.115 2.523
C 2.740 -2.599 -2.052
C -0.193 3.303 1.619
Si -1.740 -3.193 2.778
C 3.745 -0.821 -0.556
H -4.764 -0.196 -1.522
H -2.238 0.978 -4.646
C -1.193 4.183 -2.419
C -3.065 0.953 -0.904
H -2.245 4.011 -2.219
S -0.671 -1.526 -0.075
C -5.222 1.075 0.141
C 5.019 -2.820 -1.337
H -1.030 2.108 -4.117
Ga 0.802 0.193 -0.560
H 1.895 3.443 -1.212
N -1.121 -1.043 -3.555
O 2.581 -0.210 -0.564
H 1.458 5.985 2.874
C -0.262 3.307 4.030
N -1.382 1.161 -4.143
C 0.888 5.067 2.857
H -2.333 -2.823 5.172
Ge -0.727 2.526 -0.071
H -1.188 1.810 2.815
C 1.376 0.315 2.632
C 3.820 -2.113 -1.336
H 2.546 4.858 -3.112
C -3.377 -2.623 2.068
H -3.043 3.152 1.677

# 2
78
Properties=species:S:1:pos:R:3 method="wB97M-V/def2-TZVPD" total_energy_ha=-2102.986476 relative_energy_kcal_mol=79.7 orbital_gap_ev=5.78 homo_ha=-0.2079 multiplicity=1
C 0.432 -3.367 0.323
H 2.093 1.189 5.653
N 2.567 1.001 -1.291
H 3.200 -3.276 0.693
C 2.055 1.933 3.642
H -7.147 1.568 0.086
C -1.454 3.280 1.170
C -3.276 1.843 0.253
H 5.765 0.733 -2.354
C -1.492 -0.945 -3.984
H -5.968 3.337 -1.186
H -1.005 3.107 -3.201
H -3.503 3.498 -1.089
C 4.722 1.012 -2.389
H 1.676 -2.777 2.769
C 2.459 -2.126 2.380
C -5.404 2.634 -0.585
N -0.590 -1.315 -1.821
N -0.671 -1.810 1.901
H 0.519 3.930 -3.508
H 0.910 -4.351 0.389
C 0.731 -1.823 -3.735
H -5.841 -0.037 1.442
H -3.357 0.150 1.529
H -0.262 -3.419 -0.515
H 3.319 -1.530 0.515
C 2.201 -0.677 2.849
H 4.774 1.962 -4.328
H -2.493 -0.564 -2.103
N -1.227 2.275 -1.016
H 2.014 2.978 3.917
C -1.474 -1.522 2.925
C -0.308 -1.399 -4.547
H 2.510 -1.363 -1.531
C -0.434 -3.093 1.579
C 0.560 -1.757 -2.362
C -3.946 0.845 0.946
H -1.614 -0.460 3.108
C -2.083 -2.511 3.681
H 4.265 0.189 -0.477
C -6.067 1.639 0.125
C -1.600 -0.915 -2.607
C -5.333 0.742 0.886
C 2.014 1.707 -2.333
C 2.015 1.567 2.311
C -1.752 1.970 0.370
H -0.413 3.563 1.037
H 3.381 -2.452 2.865
H 1.662 -2.178 -4.157
H 2.202 -3.080 -1.807
C 1.753 -2.158 -1.425
O -1.204 0.901 0.972
C 3.871 0.710 -1.349
C 2.184 -0.392 4.207
C -1.832 -3.835 3.359
H -0.773 -5.166 2.032
H -2.121 4.097 0.912
C 0.653 2.132 -2.297
Sr 0.364 -0.311 0.132
N -0.035 1.861 -1.160
N 1.427 -2.294 0.035
C 4.160 1.696 -3.474
H -2.737 -2.241 4.498
C -0.992 -4.139 2.296
H 2.410 2.601 -4.273
H 0.137 2.446 -4.377
H 2.248 -1.193 4.935
C 2.838 2.046 -3.450
C 2.105 0.933 4.601
H -2.313 -0.604 -4.601
C -4.022 2.734 -0.522
H -2.290 -4.630 3.934
H -0.196 -1.421 -5.623
C 2.671 -2.333 0.868
N 2.081 0.283 1.931
H 1.958 2.291 1.506
C 0.051 2.943 -3.403
I -1.728 3.131 3.316

# 3
78
Properties=species:S:1:pos:R:3 method="wB97M-V/def2-TZVPD" total_energy_ha=-2103.058212 relative_energy_kcal_mol=34.7 orbital_gap_ev=6.16 homo_ha=-0.2196 multiplicity=1
C 0.002 3.984 -0.332
C -0.821 -1.052 -4.557
H 5.457 2.715 2.550
H 7.224 0.755 -0.818
C 0.043 0.883 3.303
H -6.345 -2.187 2.022
H -2.353 -3.286 0.918
C -5.322 -1.935 1.776
C -4.403 -2.927 1.473
H -5.599 0.188 1.995
C -2.629 -1.052 -2.513
H -0.596 3.067 2.039
C 1.002 -1.126 -2.849
H 3.206 2.006 1.756
C -0.887 2.957 -0.055
H 0.376 4.610 0.467
H 2.259 -0.498 -4.452
N 0.428 -1.302 2.286
C -2.139 -0.971 -4.838
C 6.345 1.031 -0.248
C -0.046 3.303 -2.621
N -2.702 -1.279 1.151
H 4.963 0.051 -1.582
C 5.090 0.635 -0.681
H 0.609 1.341 2.485
H -1.993 0.128 3.317
H 0.214 -3.517 -3.932
C -1.470 1.050 3.062
C -3.107 -2.548 1.172
C 2.086 -1.394 -3.849
C 1.000 -1.057 4.588
H -3.340 -0.875 -1.702
H -1.271 1.563 -2.973
C 0.884 -2.552 2.346
C 2.578 0.571 -0.383
C -4.910 -0.613 1.760
C 3.954 0.985 0.046
H 1.772 -4.147 3.467
H 1.860 -2.769 5.560
H 1.038 -0.421 5.463
C 1.410 -3.129 3.490
H -1.522 -3.369 -3.529
C 6.483 1.779 0.916
C 1.460 -2.363 4.640
C -3.110 -1.133 -3.804
C -1.387 2.755 1.358
C -0.512 -3.077 -3.257
N 1.210 -0.558 -1.726
C -3.595 -0.317 1.429
H 1.819 -2.203 -4.528
H -2.225 3.443 1.552
C -0.915 2.292 -2.252
N -1.762 1.371 1.660
H 7.465 2.085 1.252
N -1.348 -1.069 -2.146
H 0.271 3.395 -3.650
H -1.868 1.823 3.736
C 5.356 2.131 1.643
C 0.497 -0.551 3.397
H 0.830 -3.116 1.420
H -4.169 -1.062 -4.004
N -1.330 2.119 -0.995
H -3.293 1.436 0.271
C -3.158 1.125 1.311
H -2.464 -0.700 -5.837
C 4.098 1.737 1.207
H 3.016 -1.618 -3.333
C 0.428 4.158 -1.638
H -4.680 -3.972 1.465
N 2.523 -0.179 -1.457
H 0.337 1.400 4.216
C -0.426 -1.534 -3.174
H -3.845 1.756 1.897
H -0.054 -0.831 -5.287
Sr -0.558 -0.193 0.044
H 1.137 4.939 -1.881
O 1.587 0.961 0.331
I -0.164 -4.048 -1.349

no.,maximum force (eV Å⁻¹)
1,0.6
2,4.1
3,1.2